Entry 1:
# C39H33N2O3P2PdS2

C39H33N2O3P2PdS2 as an isolated structure (the ωB97M-V functional and the def2-TZVPD basis, the Open Molecules 2025 dataset).

ORCA input file:
```
! wB97M-V def2-TZVPD RIJCOSX def2/J DEFGRID3
* xyz 1 3
Pd -2.28921 -0.61277 -0.86293
S 2.72663 -6.69356 3.53303
S -3.74461 -1.56799 -2.70138
P -1.02383 2.22458 0.29020
P 0.15082 1.14412 -2.28388
O 3.59106 -4.20826 3.85798
O -1.11980 0.33346 -2.42143
O -2.34212 1.54019 0.00558
N -4.86496 -0.14110 -0.80143
N -6.07197 -0.27422 -2.79014
C 0.50759 -5.10835 3.27731
C 0.85564 0.83766 -4.90451
C 4.97755 -5.86317 4.87882
C -5.76160 0.69522 -0.34739
C 3.87218 0.18221 -1.02934
C 2.42237 -1.62558 -0.37402
C 1.55679 2.60443 -6.37366
C 1.39708 3.52904 -5.35409
C 0.96140 3.10876 -4.10489
C 0.78164 -4.82977 0.53162
C 1.54879 -5.75053 2.61557
C 3.78537 -5.36896 4.09808
C -0.23951 -4.14752 1.19485
C 2.79780 0.83488 -1.60567
C -2.14292 4.91872 3.06101
C -1.69683 -2.34319 -0.07024
C -0.96347 6.16754 1.37749
C -1.65293 6.12662 2.57851
C -0.76197 5.00049 0.65382
C -1.07582 -3.22368 0.48695
C 1.40381 1.55794 1.47213
C -0.44553 0.07011 1.89759
C 1.72011 -0.40775 2.81728
C -6.89339 1.10279 -1.08488
C 1.66999 -5.62101 1.23796
C -0.37900 -4.31428 2.57464
C -1.93973 3.75457 2.34350
C 0.06175 1.21102 1.28689
C 2.22651 0.75087 2.23274
C 0.38906 -0.74580 2.65320
C 1.34104 -0.97988 -0.95998
C -0.15006 2.59723 -1.24964
C 1.52583 0.25929 -1.56389
C -7.02257 0.56732 -2.32630
C 3.68123 -1.04792 -0.40936
C -1.24802 3.78797 1.13112
C 0.69214 1.76225 -3.87241
C 1.28422 1.26087 -6.14955
C -4.96381 -0.61861 -2.06700
H 0.40622 -5.22119 4.34839
H -6.14471 -0.65317 -3.72507
H 0.36490 -1.44895 -0.92456
H -1.48964 -0.19395 1.78611
H 5.11014 -5.22103 5.74755
H 4.52076 -1.55771 0.04516
H 4.85802 0.62575 -1.06718
H 0.77884 3.13809 -1.05953
H 0.64387 -0.21144 -4.73739
H -0.22765 5.05960 -0.28540
H 3.26649 1.01617 2.36664
H 1.81184 2.45446 1.01951
H -1.80933 7.03556 3.14338
H -1.17912 -3.80155 3.09258
H 5.85864 -5.77159 4.24305
H -2.31845 2.81537 2.72930
H 2.47150 -6.13243 0.72065
H -2.67880 4.88719 3.99971
H 2.95929 1.78537 -2.10310
H 0.84020 3.84393 -3.32103
H -7.84402 0.76854 -2.99882
H -0.00306 -1.64918 3.09893
H 1.40898 0.54245 -6.94797
H 1.60846 4.57504 -5.52803
H -0.58395 7.10810 1.00255
H 0.87837 -4.72639 -0.54140
H 2.27008 -2.57902 0.11448
H 1.89493 2.92972 -7.34830
H -7.62534 1.78591 -0.68775
H -0.82547 3.24870 -1.81567
H -5.59926 1.06077 0.66060
H 2.36794 -1.04872 3.40204
H 4.87460 -6.90065 5.19070
*
```

Energy relative to the best compared isomer or geometry (same formula, charge and spin)   0.0 kJ/mol
Lowest unoccupied orbital energy (alpha / beta)   -3.03 / -3.44 eV
HOMO-LUMO gap (alpha / beta)   7.00 / 6.49 eV
Highest occupied orbital energy (alpha / beta)   -10.03 / -9.93 eV

Entry 2:
# C39H34Br3KN10O2

C39H34Br3KN10O2 as an isolated structure (the ωB97M-V functional and the def2-TZVPD basis, the Open Molecules 2025 dataset).

ORCA input file:
```
! wB97M-V def2-TZVPD RIJCOSX def2/J DEFGRID3
* xyz 0 1
Br 5.42903 -1.81134 -2.03958
Br -0.14593 0.00977 -5.37216
Br -4.31441 -1.18600 5.61231
K 0.81311 -0.18965 -1.21485
O 1.78992 1.49840 -0.10227
O -0.69812 -1.68596 -2.55980
N 2.21802 -2.33359 -0.75279
N 0.27825 2.77776 6.01932
N 3.52666 -0.02590 -2.94242
N -0.39194 1.57140 -3.10303
N -1.13044 -1.66665 0.72570
N -0.72652 2.08241 0.71809
N -4.33306 0.13920 0.40640
N 1.21729 2.95347 5.19338
N -2.87056 -0.21296 -1.19456
N -2.81828 -1.79416 2.13530
C 1.63132 1.87137 1.08246
C -1.83157 3.61413 -4.30746
C 4.62468 0.34409 -5.45934
C -2.19509 3.12023 2.27841
C -0.55149 0.53885 5.48939
C -4.79094 0.82332 -0.69351
C 0.08706 2.67457 2.92159
C 0.33580 -3.77961 -3.12496
C 3.47764 1.02698 -5.08793
C -0.72062 1.52373 -4.38277
C -2.87219 0.05407 5.79885
C -3.10909 1.34375 6.23782
C 2.69887 2.05637 2.00440
C -1.59604 -0.36231 5.46127
C 4.62160 -0.65431 -3.31312
C -0.76590 1.86705 5.88280
C 1.20006 2.70029 3.83588
C -2.36860 -1.29291 0.94942
C 3.22308 -3.58085 1.02140
C 2.27427 -3.41035 -1.53849
C -1.18046 3.22585 3.19614
C 1.77006 -3.25702 -2.94832
C 3.25682 -4.71188 0.21687
C -0.75760 -2.40760 1.81291
C -1.93066 2.48965 1.05873
C -0.77560 2.64543 -2.40316
C -3.86961 0.59232 -1.67202
C 5.22615 -0.51418 -4.55350
C 2.96998 0.81535 -3.81705
C 2.77414 -4.62645 -1.07770
C -1.79765 -2.52159 2.68780
C 0.28348 2.19241 1.60226
C -2.04962 2.23418 6.30371
C -1.42971 2.51346 -5.04722
C -1.50517 3.68240 -2.96315
C 2.47782 2.46016 3.29747
C 2.68610 -2.42039 0.49118
C -0.66598 -3.06569 -2.23380
C -3.16747 -0.47162 0.05824
H -3.17517 3.53644 2.47738
H 2.63665 -1.50707 1.08120
H -0.48026 2.65180 -1.36010
H -4.10322 1.65031 6.53467
H 3.61050 -3.59441 2.03180
H 3.65995 -5.64562 0.58785
H 3.70487 1.88597 1.63952
H 6.12918 -1.05703 -4.79219
H -1.80123 4.52701 -2.35564
H -1.89529 -3.03816 3.62714
H -1.41895 -1.38068 5.15916
H 3.31136 2.56425 3.98358
H 2.08572 1.33694 -3.46630
H -2.38461 4.41341 -4.78516
H 5.05637 0.47990 -6.44289
H -2.71169 2.35954 0.30973
H -2.20557 3.24703 6.65533
H -1.35154 3.75630 4.12003
H -3.86282 0.95028 -2.68938
H -1.46885 -1.28922 -2.10018
H 0.29505 -4.84955 -2.90010
H 1.78833 -2.19819 -3.21035
H -1.65021 -3.52398 -2.38654
H 2.79395 -5.48529 -1.73799
H 2.43377 -3.79089 -3.63197
H -3.71955 -1.65753 2.56054
H -1.64719 2.42214 -6.10116
H 0.04314 -3.64096 -4.16910
H -0.39029 -3.20172 -1.18248
H 0.44296 0.21730 5.20462
H 2.98150 1.70065 -5.77347
H 0.22755 -2.84306 1.88343
H -5.70086 1.39869 -0.67968
H -4.76446 0.14596 1.31417
*
```

Energy relative to the best compared isomer or geometry (same formula, charge and spin)   21.8 kJ/mol
Lowest unoccupied orbital energy   0.06 eV
HOMO-LUMO gap   6.30 eV
Highest occupied orbital energy   -6.24 eV

Entry 3:
# C39H34BrCrN7O3

C39H34BrCrN7O3 as an isolated structure (the ωB97M-V functional and the def2-TZVPD basis, the Open Molecules 2025 dataset).

ORCA input file:
```
! wB97M-V def2-TZVPD RIJCOSX def2/J DEFGRID3
* xyz 1 4
Br -0.80228 1.72203 2.67170
Cr 0.14024 0.51180 0.03892
O -0.62979 -1.98512 6.28617
O 1.86613 0.38216 0.26669
O -1.47223 0.86438 -0.53987
N -0.55532 -0.94994 2.29409
N 1.58929 4.14545 -1.01511
N 0.52625 2.56542 -0.20776
N 2.62476 4.84269 -1.55768
N 1.65815 2.86703 -0.81392
N 0.03271 -1.53958 -0.60075
N 0.49396 4.72806 -0.59033
C -1.00530 -3.03552 -2.15065
C 4.11253 -0.17363 0.72329
C -0.59971 -1.69668 4.98228
C 4.37993 -0.97461 -2.08610
C -4.66575 1.01136 -2.23983
C 2.33819 -1.92657 0.17295
C 5.61954 -0.55734 2.56559
C 2.54257 0.03388 -3.89767
C -0.88548 2.02757 -4.44280
C -1.05931 -1.95394 -1.28253
C 5.85812 1.41514 1.22583
C -0.17232 3.70282 -0.09166
C 3.18996 -0.42555 -1.61465
C 0.18834 -3.70332 -2.34519
C -4.14605 1.10921 0.10186
C -2.04907 -0.42488 -3.89054
C 1.17347 -2.26038 -0.71160
C -1.88564 0.49497 -2.86163
C 1.28543 -3.31910 -1.59748
C -0.49029 -2.23119 2.65723
C 2.27874 0.07833 -2.53599
C -6.29732 1.83796 -0.67658
C -3.76553 0.80394 -1.20208
C -1.30778 1.72829 -3.15701
C -0.65420 -0.06994 3.26922
C 4.53678 -0.95382 1.78967
C -2.37123 -1.26219 -1.04583
C -5.92827 1.52519 -1.97505
C -1.62988 -0.12549 -5.18035
C 4.64522 -1.02396 -3.44630
C -0.49698 -2.65417 3.97079
C -2.35804 0.24144 -1.42808
C -1.04214 1.09725 -5.46048
C -5.40516 1.62546 0.36454
C 2.87574 -0.50223 -0.11136
C -0.68704 -0.35475 4.61393
C 4.77921 1.01900 0.45458
C 6.28227 0.62590 2.28711
C 3.72716 -0.52047 -4.35668
H -3.17483 -1.78438 -1.56204
H -0.43361 -2.95168 1.84847
H 2.29676 5.64514 -2.07339
H -0.72484 1.33239 -6.46805
H -0.44828 2.99584 -4.65343
H -2.52718 -1.37618 -3.70248
H 3.23903 4.22764 -2.07069
H 2.22759 -3.84171 -1.68448
H -7.27666 2.25189 -0.47469
H -6.62300 1.68303 -2.78968
H 1.34492 0.51490 -2.20183
H 5.10459 -1.36580 -1.38197
H 3.93386 -0.55978 -5.41824
H -1.77439 -0.85090 -5.97083
H -0.42487 -3.70866 4.20532
H 5.94300 -1.17965 3.39012
H 0.25572 -4.52571 -3.04490
H 4.44154 1.63767 -0.36840
H 4.03873 -1.88433 2.03134
H -3.44279 0.94933 0.91046
H -1.22194 2.46449 -2.37008
H 3.12616 -2.66492 0.03612
H -4.38309 0.77746 -3.25782
H 5.57312 -1.45880 -3.79505
H -5.68850 1.85888 1.38291
H -0.78182 0.41630 5.36451
H -0.56932 -2.93379 6.44464
H -2.58882 -1.27591 0.02500
H -1.15361 3.77990 0.34385
H 1.81310 0.42903 -4.59443
H 2.00726 -1.92884 1.21220
H 7.11790 0.93826 2.89938
H 6.37421 2.33966 1.00034
H -1.90067 -3.35713 -2.66313
*
```

Energy relative to the best compared isomer or geometry (same formula, charge and spin)   0.0 kJ/mol
Lowest unoccupied orbital energy (alpha / beta)   -2.91 / -2.44 eV
HOMO-LUMO gap (alpha / beta)   8.23 / 8.71 eV
Highest occupied orbital energy (alpha / beta)   -11.14 / -11.15 eV

Entry 4:
# C39H34ClMoN3SSi2

C39H34ClMoN3SSi2 as an isolated structure (the ωB97M-V functional and the def2-TZVPD basis, the Open Molecules 2025 dataset).

ORCA input file:
```
! wB97M-V def2-TZVPD RIJCOSX def2/J DEFGRID3
* xyz 2 3
Mo 0.01720 -0.85605 2.85387
Cl 1.24899 0.47656 1.06711
S 3.81362 -3.46255 3.67628
Si 0.46831 0.36416 -1.12730
Si -0.34449 0.02584 -3.45886
N 0.97882 0.48133 4.22700
N 1.84132 -1.82667 3.32795
N 2.59783 0.88230 5.68932
C -2.81450 2.68550 -0.06114
C -0.89878 -2.50402 4.00801
C -1.23864 4.07011 -1.28454
C 0.65816 3.76439 -6.06939
C 1.73118 -3.39005 -4.65469
C -0.22755 -1.66484 -5.66259
C -1.54018 -3.82974 -1.51541
C -0.22698 -3.73422 -1.04411
C 2.74835 -1.14850 4.15780
C 1.35454 -2.25770 -3.92424
C 2.26377 -3.06858 2.99680
C -1.78382 -1.43420 -1.28640
C 0.13135 1.55949 -4.42790
C 0.33505 -1.42420 -4.39726
C -1.40706 -1.25643 4.50654
C 1.35344 2.60114 7.06694
C 0.31353 -2.48908 -0.70851
C 2.21749 0.09788 4.64083
C -0.87050 2.51138 -4.66609
C -0.61193 3.59941 -5.50119
C -0.40892 -1.31163 -0.96370
C -2.08377 -0.58488 3.42895
C 0.09248 3.20794 7.18329
C -1.89874 1.63391 -0.07079
C 1.12874 -3.65995 -5.89181
C 0.16784 -2.77990 -6.40532
C -2.33274 -2.68432 -1.57594
C 0.57714 1.57086 5.00769
C -1.25187 -2.60630 2.61675
C 1.42183 1.75037 -4.94548
C 3.88103 -1.88909 4.44119
C -1.99799 -1.42689 2.26404
C -2.49902 3.89137 -0.70108
C 1.57939 1.81248 5.95287
C 1.67830 2.85157 -5.77086
C -0.66722 2.19447 5.09042
C -0.89782 3.01137 6.20546
C -0.32205 3.02317 -1.28884
C -0.69828 1.77611 -0.78214
H 1.69098 -3.74041 2.35957
H -2.59791 0.36037 3.49017
H 0.86281 4.61781 -6.72142
H -1.40933 2.04092 4.30761
H -0.96866 -0.96151 -6.06501
H 2.14249 2.70604 7.80782
H 0.38760 -4.63020 -0.94867
H -0.27976 -2.96025 -7.38510
H -2.41777 -0.54538 -1.35333
H 0.66481 3.13629 -1.73305
H -2.13393 0.69519 0.43183
H 2.67911 3.00553 -6.18000
H -1.84697 2.39772 -4.19296
H -1.93994 -4.78976 -1.84055
H -0.13004 3.83870 8.04629
H -3.38132 -2.74366 -1.87585
H 1.42284 -4.54317 -6.46721
H -1.79804 -0.09659 -3.58392
H -3.78594 2.54411 0.42414
H -2.44940 -1.23644 1.30127
H 1.86777 -2.02912 -2.98112
H 1.31290 -2.41760 -0.26377
H -1.39210 4.33221 -5.70179
H -1.86639 3.49590 6.33586
H 4.67926 -1.52659 5.07224
H -1.34564 -0.91002 5.53356
H -1.03032 -3.43888 1.95879
H -0.37981 -3.26187 4.58651
H -3.23023 4.70154 -0.72669
H 2.22396 1.04627 -4.70366
H 3.46189 0.76112 6.21383
H -0.97302 5.01287 -1.77056
H 1.88860 0.65194 -1.33427
H 2.49465 -4.06637 -4.26412
*
```

Energy relative to the best compared isomer or geometry (same formula, charge and spin)   45.3 kJ/mol
Lowest unoccupied orbital energy (alpha / beta)   -6.17 / -9.04 eV
HOMO-LUMO gap (alpha / beta)   5.40 / 2.51 eV
Highest occupied orbital energy (alpha / beta)   -11.58 / -11.54 eV

Entry 5:
# C39H34CsN9S4

C39H34CsN9S4 as an isolated structure (the ωB97M-V functional and the def2-TZVPD basis, the Open Molecules 2025 dataset).

ORCA input file:
```
! wB97M-V def2-TZVPD RIJCOSX def2/J DEFGRID3
* xyz 0 1
Cs 3.93406 0.06938 -1.34285
S 6.52292 -1.18891 0.73315
S 1.08470 -1.19414 1.09261
S -1.07515 0.38185 0.26365
S 0.70234 2.20952 -1.21206
N -0.42643 0.98285 -0.98099
N 5.23026 -3.23761 -0.36952
N 0.84205 -1.85248 -4.76552
N 2.11179 1.92903 -1.34257
N -0.29603 -0.28309 1.42212
N 3.30074 -1.96977 -5.11013
N 4.89743 -2.92759 1.87810
N 2.27744 -0.52924 0.61747
N 4.68903 -2.00113 -3.06360
C 0.94585 3.91113 2.38692
C -2.26551 -0.73777 -0.46141
C -3.21196 2.05020 0.42295
C 1.52740 -1.69279 5.05785
C -0.66268 4.30246 0.14438
C -0.13196 2.96990 -2.60471
C 0.83568 -2.52602 -1.24789
C -1.99604 3.45829 -4.02479
C -1.14260 -4.27285 -0.34983
C 1.48855 -3.32945 2.81502
C -2.83815 2.66449 3.10498
C 0.13119 4.50666 -4.42604
C -0.68525 -4.34002 -1.66209
C -0.82723 5.09602 1.27210
C 0.31095 3.31934 0.15209
C -2.15618 1.50057 1.14250
C 0.28646 -3.46410 -2.11632
C 0.67220 3.82432 -3.34697
C 1.80987 -3.04767 5.18129
C 1.99669 -1.90634 -4.89993
C 1.12406 3.11660 1.26479
C 4.01088 -2.02356 -4.01401
C 5.49578 -2.51455 0.73159
C -1.20342 4.32837 -4.76119
C -1.46194 2.77441 -2.94312
C -3.17866 -1.91642 -2.31848
C -4.08499 2.91233 1.06056
C -1.95648 1.79451 2.47630
C 1.19426 -1.97942 2.70365
C -2.22826 -1.03772 -1.81044
C 1.22496 -1.15317 3.81831
C -0.61076 -3.33337 0.51461
C -4.14501 -2.46040 -1.48902
C 0.39267 -2.48412 0.06176
C -0.02709 4.90224 2.38809
C -4.16501 -2.14805 -0.13283
C -3.21734 -1.28774 0.38986
C 1.79163 -3.86412 4.06097
C -3.89761 3.21639 2.40460
H -1.62626 4.85511 -5.60683
H 0.59641 -3.47323 -3.15173
H 1.56486 -1.81135 -1.61110
H -1.58182 5.87252 1.27175
H -0.15936 5.53026 3.26041
H 5.42258 -2.83919 -1.28490
H 1.57750 3.76595 3.25433
H -3.35689 1.79620 -0.61981
H 1.02634 -0.09419 3.71493
H 2.04907 -3.46503 6.15052
H 1.71736 3.93154 -3.08528
H -1.92219 -4.94055 -0.00548
H 4.94990 -2.27644 2.64168
H 4.49179 -3.92248 -0.34368
H -0.97465 -3.25575 1.53218
H -1.28205 4.46437 -0.72933
H -3.03082 3.30046 -4.30040
H 1.55124 -1.05391 5.93104
H -1.12999 1.34412 3.00726
H -3.14776 -2.17131 -3.36966
H -1.46930 -0.60835 -2.45199
H 4.05601 -3.47884 1.82941
H -4.91850 -2.57666 0.51479
H -1.10654 -5.06880 -2.34337
H 0.75180 5.17081 -5.01271
H -4.58522 3.88558 2.90550
H 2.01400 -4.91966 4.14934
H -2.06833 2.07349 -2.38914
H -4.91473 3.34101 0.51467
H -2.69260 2.90620 4.14974
H 1.89149 2.35143 1.22227
H 1.47278 -3.96795 1.93945
H -3.21977 -1.04686 1.44640
H -4.88650 -3.13576 -1.89620
*
```

Energy relative to the best compared isomer or geometry (same formula, charge and spin)   85.0 kJ/mol
Lowest unoccupied orbital energy   -0.19 eV
HOMO-LUMO gap   7.40 eV
Highest occupied orbital energy   -7.59 eV

| no. | maximum force (eV/A) |
| --- | --- |
| 1 | 0.83 |
| 2 | 1.70 |
| 3 | 1.49 |
| 4 | 4.74 |
| 5 | 1.88 |